Entry from the OMol25 dataset: a 15-piece molecular cluster, C35H55N15O20 overall in a non-equilibrium geometry (ωB97M-V with the def2-TZVPD basis set).

Last column: Löwdin charge in e.
Atoms and positions in Å:
N: -3.33912 -19.64976 20.12052  0.083
C: -3.06708 -19.74557 21.43340  -0.148
C: -3.82744 -19.15734 22.39133  -0.077
C: -4.98267 -18.52412 22.04708  -0.077
C: -5.31324 -18.45324 20.72918  -0.083
C: -4.46055 -18.98555 19.80803  -0.146
H: -2.14622 -20.22802 21.63093  0.096
H: -3.52318 -19.12531 23.44667  0.109
H: -5.50457 -18.05134 22.85098  0.108
H: -6.14089 -17.89136 20.38995  0.067
H: -4.71922 -18.85794 18.75283  0.100
N: 0.77385 -18.81034 19.48985  0.073
C: -0.10730 -18.11741 20.22779  -0.159
C: 0.31849 -17.17474 21.10849  -0.102
C: 1.64160 -16.87747 21.26960  -0.079
C: 2.55648 -17.56014 20.49661  -0.041
C: 2.05747 -18.47836 19.58164  -0.152
H: -1.13794 -18.45784 20.14916  0.086
H: -0.36286 -16.59332 21.71587  0.107
H: 1.95667 -16.13570 21.97919  0.090
H: 3.59288 -17.36563 20.57456  0.098
H: 2.73106 -19.00081 18.92104  0.100
N: -7.04592 -15.88296 19.35988  0.064
C: -8.04374 -15.02519 19.17315  -0.154
C: -8.03917 -14.00079 18.24227  -0.072
C: -6.99715 -13.93447 17.33588  -0.076
C: -5.92862 -14.80468 17.47405  -0.037
C: -5.97929 -15.72598 18.55251  -0.138
H: -8.89584 -15.01802 19.82982  0.101
H: -8.83837 -13.27768 18.21731  0.101
H: -6.98977 -13.28461 16.47591  0.103
H: -5.09072 -14.88229 16.81391  0.078
H: -5.22277 -16.46343 18.73794  0.081
N: 0.65893 -21.94021 14.99731  0.047
C: 1.29473 -21.54997 16.10398  -0.172
C: 1.36877 -22.33217 17.26877  -0.081
C: 0.65306 -23.49494 17.31136  -0.108
C: -0.11208 -23.88514 16.23750  -0.077
C: -0.07155 -23.10020 15.07383  -0.128
H: 1.80942 -20.57393 16.08007  0.111
H: 1.97575 -22.12076 18.13549  0.104
H: 0.76062 -24.15269 18.16087  0.109
H: -0.74147 -24.75538 16.36007  0.102
H: -0.67582 -23.32284 14.17787  0.108
N: 0.40474 -10.71637 21.33705  0.048
C: -0.54268 -11.43925 20.67136  -0.141
C: -1.59369 -10.79947 20.02683  -0.064
C: -1.69811 -9.41815 20.00780  -0.082
C: -0.78387 -8.69336 20.66933  -0.092
C: 0.27491 -9.35762 21.28979  -0.128
H: -0.41253 -12.49651 20.67851  0.074
H: -2.27050 -11.40289 19.46769  0.088
H: -2.48181 -8.91623 19.46254  0.113
H: -0.93744 -7.60241 20.68242  0.115
H: 1.08190 -8.75806 21.74880  0.107
C: -1.45614 -20.60940 17.58302  0.029
N: -2.63864 -19.85495 17.13913  -0.427
O: -2.61747 -18.63331 17.09002  0.026
O: -3.63155 -20.50846 16.87839  0.057
H: -1.74542 -21.21876 18.43678  0.101
H: -0.71161 -19.89519 17.95384  0.070
H: -1.16196 -21.22142 16.76379  0.058
C: -2.65763 -12.77112 15.18520  0.037
N: -2.48751 -13.80454 16.18258  -0.415
O: -2.75010 -14.96041 15.90869  0.057
O: -2.05618 -13.42387 17.27324  0.045
H: -3.11807 -11.87853 15.63910  0.115
H: -3.13657 -13.13695 14.26537  0.111
H: -1.64898 -12.43374 14.94276  0.100
C: 3.22398 -15.77095 14.85130  0.065
N: 3.53840 -16.53112 16.07065  -0.433
O: 4.62870 -16.37452 16.58437  0.075
O: 2.65065 -17.17903 16.58676  0.036
H: 4.13857 -15.60889 14.32231  0.098
H: 2.84075 -14.82055 15.23260  0.106
H: 2.42120 -16.25154 14.33116  0.059
C: 0.79318 -18.81962 24.59446  0.044
N: -0.01566 -20.02658 24.54924  -0.449
O: -1.23167 -19.95274 24.66404  0.047
O: 0.58576 -21.07490 24.52043  0.071
H: 0.42125 -18.11792 25.31130  0.095
H: 0.75394 -18.36837 23.60357  0.084
H: 1.84111 -19.09930 24.80888  0.114
C: -1.27419 -17.42178 14.50759  0.044
N: -0.20890 -16.57759 13.93709  -0.447
O: -0.21552 -15.40440 14.15796  0.069
O: 0.55921 -17.14282 13.18193  0.060
H: -0.92629 -18.45750 14.52094  0.106
H: -2.12809 -17.32061 13.83556  0.121
H: -1.44440 -17.14126 15.50379  0.030
C: 2.69151 -12.76075 21.60649  0.009
N: 3.41372 -13.85690 21.03306  -0.445
O: 3.25059 -14.08283 19.87932  0.077
O: 4.06291 -14.57367 21.81500  0.048
H: 1.66634 -13.11647 21.58478  0.079
H: 2.82109 -11.85943 21.02392  0.087
H: 3.04614 -12.58365 22.61789  0.108
C: -3.86942 -14.95391 20.86907  0.058
N: -2.97310 -13.91157 21.49908  -0.376
O: -1.98403 -14.26465 22.14802  0.025
O: -3.32698 -12.76062 21.33959  0.062
H: -3.79784 -14.82726 19.80302  0.065
H: -4.89370 -14.78495 21.11714  0.092
H: -3.32756 -15.87007 21.11814  0.094
C: -0.54658 -12.54662 24.19930  0.044
N: -0.03422 -13.91035 24.44480  -0.429
O: 0.69351 -14.36529 23.57401  0.026
O: -0.29940 -14.53288 25.46409  0.063
H: -0.88103 -12.07313 25.11706  0.099
H: -1.43213 -12.79324 23.60251  0.075
H: 0.20580 -11.98460 23.63002  0.086
C: 1.76008 -11.99603 18.19651  0.032
N: 1.01464 -11.74881 16.95440  -0.448
O: 0.05350 -11.01586 17.02565  0.062
O: 1.40581 -12.27871 15.94206  0.058
H: 1.53287 -11.18379 18.88092  0.085
H: 2.81209 -12.15894 17.99764  0.101
H: 1.31878 -12.91173 18.57395  0.074
C: 0.15933 -16.09544 17.74162  0.044
N: -0.73364 -15.55352 18.75445  -0.461
O: -1.76084 -16.11374 18.98068  0.070
O: -0.36014 -14.56046 19.30141  0.049
H: -0.28043 -17.05001 17.47011  0.088
H: 1.13336 -16.22190 18.20331  0.088
H: 0.07584 -15.35478 16.96197  0.095

## Properties
- E_HOMO: -9.6 eV
- DFT total energy: -3691.83050 hartree
- ΔE to the lowest compared entry with this formula, charge and spin: 0.00 kcal per mole

Entry from the OMol25 dataset: C35H56InN3P2 as an isolated structure in a non-equilibrium geometry (ωB97M-V with the def2-TZVPD basis set).

Last column: Löwdin charge in e.
Atoms and positions in Å:
In: 1.14551 -0.66210 0.05109  0.893
C: 0.47897 -2.00896 3.77003  -0.121
C: 0.55782 -0.50788 4.08564  -0.521
C: -0.29035 -0.20063 5.31712  -0.094
P: 0.27846 0.42200 2.51364  1.050
C: 1.09919 2.07125 2.67931  -0.530
C: 0.75952 2.86947 3.93585  -0.078
C: 0.82891 2.87930 1.40936  -0.109
C: -1.49014 0.75092 2.28116  -0.273
C: -2.26110 1.22461 3.34167  -0.059
C: -3.63357 1.45390 3.24242  -0.249
C: -4.43195 1.95511 4.41459  -0.033
C: -4.23727 1.22589 2.00274  -0.008
C: -3.51041 0.75071 0.93762  -0.011
C: -2.12958 0.45473 1.04949  -0.294
N: -1.39783 0.01824 -0.02143  -0.037
C: -2.01041 -0.55855 -1.11211  -0.357
C: -3.15789 -1.37135 -1.05841  -0.029
C: -3.65473 -1.95868 -2.20188  -0.011
C: -3.05320 -1.74666 -3.44764  -0.257
C: -3.61777 -2.35534 -4.70340  -0.032
C: -1.90306 -0.96002 -3.49597  -0.043
C: -1.37128 -0.36898 -2.35496  -0.310
P: 0.13530 0.61093 -2.26617  1.077
C: 1.01617 0.59146 -3.88089  -0.518
C: 0.35361 1.34186 -5.04266  -0.076
C: 1.38708 -0.84863 -4.27482  -0.104
C: -0.36256 2.34821 -1.88027  -0.520
C: 0.83354 3.28416 -2.06922  -0.103
C: -1.61417 2.82161 -2.62462  -0.066
H: 0.82105 -2.59414 4.62623  0.098
H: 1.08146 -2.28448 2.90455  0.021
H: -0.55518 -2.29685 3.56187  0.092
H: 1.60192 -0.25119 4.30871  0.110
H: -1.33114 -0.48548 5.16040  0.087
H: -0.24855 0.84167 5.62737  0.065
H: 0.09068 -0.80255 6.14463  0.097
H: 2.16408 1.81702 2.70751  0.081
H: -0.29728 3.13915 3.96407  0.083
H: 1.33018 3.80147 3.93372  0.095
H: 1.01707 2.33467 4.85028  0.072
H: -0.22539 3.16049 1.34748  0.096
H: 1.08281 2.31815 0.50175  0.024
H: 1.42240 3.79568 1.41000  0.101
H: -1.77831 1.46382 4.28005  0.082
H: -3.79448 2.19519 5.26324  0.080
H: -5.14907 1.19536 4.73579  0.093
H: -5.00803 2.84256 4.14812  0.090
H: -5.29175 1.44604 1.87321  0.130
H: -3.98767 0.64688 -0.02752  0.113
H: -3.61937 -1.56802 -0.09796  0.123
H: -4.52208 -2.60795 -2.13758  0.127
H: -4.55466 -2.87502 -4.51096  0.084
H: -2.91680 -3.07309 -5.13731  0.089
H: -3.80110 -1.58885 -5.45702  0.090
H: -1.44621 -0.78580 -4.46200  0.097
H: 1.94160 1.12095 -3.63305  0.098
H: -0.66150 0.99756 -5.23782  0.078
H: 0.94084 1.17512 -5.94878  0.098
H: 0.32004 2.41608 -4.87238  0.065
H: 0.57438 -1.33878 -4.80894  0.082
H: 1.62558 -1.47416 -3.41255  0.028
H: 2.25065 -0.83926 -4.94132  0.099
H: -0.60699 2.29832 -0.82075  0.064
H: 1.06093 3.44313 -3.12486  0.076
H: 1.73692 2.90506 -1.58138  0.055
H: 0.60802 4.25948 -1.63433  0.097
H: -1.46414 2.87181 -3.70271  0.070
H: -1.87575 3.82664 -2.28173  0.097
H: -2.46791 2.17051 -2.42924  0.080
C: -0.77736 -3.82960 -0.01506  -0.060
C: -0.31972 -3.55804 -1.30031  -0.076
C: 1.04568 -3.54829 -1.56070  -0.106
C: 1.95398 -3.80043 -0.53122  -0.120
C: 1.49386 -4.06169 0.75508  -0.110
C: 0.12601 -4.08225 1.00953  -0.086
H: -1.84222 -3.88007 0.18000  0.119
H: -1.02497 -3.38898 -2.10376  0.109
H: 1.40267 -3.39936 -2.57253  0.103
H: 3.01534 -3.85201 -0.74690  0.111
H: 2.19545 -4.29645 1.54771  0.117
H: -0.23460 -4.32483 2.00053  0.114
N: 3.26029 -0.87239 1.48719  -0.026
C: 4.21753 0.26244 1.42865  -0.228
C: 5.05404 0.23792 0.16143  -0.175
C: 4.27757 0.53229 -1.11033  -0.230
N: 3.32235 -0.55765 -1.42546  -0.027
H: 2.89540 -0.95963 2.43132  0.056
H: 3.74353 -1.74535 1.29507  0.092
H: 4.87855 0.25956 2.29529  0.130
H: 3.64404 1.19245 1.45962  0.098
H: 5.56044 -0.73156 0.07043  0.127
H: 5.83974 0.98669 0.26226  0.131
H: 4.97698 0.69601 -1.93001  0.127
H: 3.70760 1.45744 -0.97988  0.108
H: 3.81056 -1.44868 -1.42909  0.089
H: 2.96319 -0.43125 -2.36495  0.030

## Properties
- Charge: +2
- E_HOMO (spin up / spin down): -11.9 / -11.8 eV
- DFT total energy: -2403.88471 hartree
- ΔE to the lowest compared entry with this formula, charge and spin: 0.23 kcal per mole